No. 1
DFT (the ωB97M-V functional and the def2-TZVPD basis) results for 4 unconnected molecules or ions with the total composition C22H54N3O5.

E in Eh: -1410.94093
Net charge: -1
M in g mol⁻¹: 440.69
LUMO level in Eh: 0.0862
Orbital gap in hartree: 0.1408

Last column: Löwdin charge in e.
Atoms and positions in Å:
C: 4.988 -3.440 4.150  -0.0695
C: 4.127 -2.303 4.727  -0.2647
O: 4.449 -1.037 4.190  -0.1396
C: 3.686 -0.692 3.049  -0.1991
C: 2.452 0.105 3.377  -0.2332
O: 1.614 -0.643 4.205  -0.1711
C: 0.297 -0.087 4.306  -0.3047
C: -0.731 -0.867 3.501  -0.1895
C: -0.561 -2.380 3.640  -0.4583
C: -1.796 -3.012 4.287  -0.1144
C: -0.373 -3.070 2.272  -0.2644
C: 0.809 -2.549 1.483  -0.1289
H: 5.463 -3.993 4.951  0.0552
H: 5.777 -3.051 3.521  0.0693
H: 4.366 -4.129 3.598  0.0590
H: 4.284 -2.239 5.798  0.1099
H: 3.080 -2.540 4.592  0.1006
H: 3.435 -1.551 2.431  0.1142
H: 4.309 -0.043 2.433  0.1126
H: 2.783 1.019 3.883  0.1257
H: 1.963 0.340 2.428  0.1041
H: 0.304 0.955 3.978  0.0844
H: 0.052 -0.057 5.384  0.0926
H: -1.702 -0.629 3.941  0.0272
H: 0.291 -2.663 4.268  0.1159
H: -1.696 -4.096 4.259  0.0558
H: -1.855 -2.704 5.325  0.0624
H: -2.680 -2.692 3.744  0.0587
H: -1.305 -2.956 1.731  0.0919
H: -0.190 -4.134 2.457  0.0912
H: 0.692 -2.753 0.423  0.0556
H: 1.722 -3.021 1.843  0.0548
H: 0.913 -1.475 1.597  0.0281
C: -4.449 0.450 2.471  -0.0732
C: -3.546 0.296 1.255  -0.4383
C: -3.561 1.505 0.313  -0.2028
O: -4.710 1.617 -0.522  -0.2001
C: -5.830 2.221 0.084  -0.1255
N: -3.892 -0.950 0.562  0.0438
H: -5.506 0.322 2.222  0.0582
H: -4.195 -0.307 3.213  0.0639
H: -4.321 1.431 2.935  0.0757
H: -2.519 0.196 1.632  0.1010
H: -2.716 1.407 -0.374  0.1125
H: -3.413 2.439 0.872  0.1159
H: -5.533 3.010 0.782  0.0863
H: -6.448 1.487 0.608  0.0724
H: -6.435 2.667 -0.708  0.0799
H: -3.214 -1.119 -0.178  0.0665
H: -4.771 -0.799 0.072  0.0583
C: 1.803 3.154 -2.112  -0.0696
C: 1.488 1.691 -1.815  -0.4291
C: 1.959 1.222 -0.432  -0.2036
O: 3.351 0.975 -0.331  -0.1927
C: 4.151 2.111 -0.077  -0.1149
N: 2.023 0.860 -2.899  0.0364
H: 2.857 3.305 -2.345  0.0615
H: 1.230 3.494 -2.976  0.0692
H: 1.544 3.792 -1.264  0.0774
H: 0.399 1.584 -1.824  0.1251
H: 1.479 0.263 -0.218  0.1178
H: 1.639 1.918 0.354  0.1205
H: 3.633 2.835 0.558  0.0918
H: 4.467 2.596 -1.006  0.0714
H: 5.047 1.771 0.443  0.0819
H: 1.716 -0.099 -2.764  0.0738
H: 3.033 0.823 -2.782  0.0683
C: -0.602 -0.752 -6.724  -0.0732
C: -1.397 0.088 -5.729  -0.4318
C: -1.981 1.374 -6.335  -0.2100
O: -1.048 2.421 -6.521  -0.1883
C: -0.281 2.348 -7.705  -0.1132
N: -0.560 0.349 -4.558  0.0451
H: 0.378 -0.322 -6.926  0.0635
H: -0.437 -1.750 -6.320  0.0743
H: -1.136 -0.854 -7.672  0.0742
H: -2.250 -0.516 -5.402  0.1344
H: -2.724 1.769 -5.637  0.1211
H: -2.507 1.163 -7.277  0.1156
H: -0.861 1.932 -8.535  0.0870
H: 0.625 1.756 -7.559  0.0757
H: 0.020 3.363 -7.965  0.0841
H: -1.117 0.814 -3.845  0.0712
H: 0.147 1.035 -4.810  0.0591

Force components x, y, z for each atom (eV/Å):
-0.3 0.2 0.3
0.3 -0.3 0.1
0.0 -0.1 0.0
0.2 0.5 -0.3
0.2 -0.5 0.2
0.1 0.3 -0.1
-0.9 -0.3 0.0
0.5 -0.1 -0.2
-0.6 0.2 -0.3
0.7 0.0 -0.1
0.4 0.0 0.6
0.0 0.0 -0.1
0.1 -0.2 0.2
0.1 0.1 -0.2
0.0 -0.2 -0.4
0.1 0.2 0.2
-0.4 0.2 -0.1
-0.1 -0.3 0.1
0.2 0.0 -0.1
-0.1 0.3 0.0
-0.2 0.2 -0.1
0.2 0.3 0.0
0.3 -0.1 0.3
-0.3 0.3 0.0
0.3 0.1 0.0
-0.3 -0.3 0.0
-0.2 0.1 0.3
-0.3 0.0 -0.1
-0.2 0.0 -0.3
-0.3 -0.3 -0.1
0.1 -0.2 -0.3
0.2 -0.1 -0.1
-0.2 0.2 0.1
0.0 0.0 0.1
-0.1 0.0 0.0
0.2 -0.1 0.0
0.0 0.2 0.0
0.0 -0.1 -0.2
0.0 0.2 -0.2
0.0 0.0 0.0
0.0 0.0 0.0
0.0 0.0 0.0
0.0 -0.1 0.0
0.0 0.0 -0.1
-0.1 0.0 0.0
0.0 0.0 0.1
0.0 0.1 0.1
0.0 0.0 0.0
0.1 -0.1 0.1
0.0 0.0 0.0
-0.1 0.1 0.0
0.2 0.1 0.0
-0.2 -0.2 0.1
0.0 0.2 0.0
0.1 -0.2 0.0
0.1 0.0 0.1
0.0 0.0 0.0
0.0 0.0 0.0
0.0 0.0 0.0
0.0 -0.1 0.1
0.0 0.0 0.0
0.0 0.1 0.0
0.0 0.0 0.0
0.0 0.1 0.0
0.0 0.0 0.0
-0.1 0.0 -0.1
0.0 0.0 0.0
-0.1 -0.1 -0.1
0.2 0.1 0.0
-0.2 0.0 0.2
0.0 0.0 -0.2
0.1 0.1 0.2
-0.3 0.1 -0.1
0.0 0.1 0.0
0.0 0.0 0.0
0.0 0.0 0.0
-0.1 0.1 0.0
0.1 0.0 0.0
0.1 0.0 0.0
0.0 -0.1 0.0
0.0 -0.1 -0.1
0.0 0.0 0.0
0.0 -0.1 0.0
0.2 -0.2 0.1

No. 2
DFT (the ωB97M-V functional and the def2-TZVPD basis) results for 7 unconnected molecules or ions with the total composition C22H55F2N13O8SSi in a non-equilibrium geometry.

E in Eh: -3072.67846
M in g mol⁻¹: 727.91
Structure (SMILES): CCCCCCCCCCC[Si@H](CCCS)N(C(=O)F)C(=O)F.NC(N)=O.NC(N)=O.NC(N)=O.NC(N)=O.NC(N)=O.NC(N)=O
LUMO level in Eh: 0.0098
Orbital gap in hartree: 0.3590

Last column: Löwdin charge in e.
Atoms and positions in Å:
C: 4.843 -3.006 2.799  -0.1114
C: 5.335 -2.318 1.474  -0.2510
C: 5.259 -0.758 1.553  -0.2046
C: 3.981 -0.164 0.841  -0.1884
C: 3.017 0.496 1.888  -0.1832
C: 1.510 0.118 1.615  -0.2136
C: 0.861 -0.687 2.798  -0.2052
C: -0.566 -1.101 2.350  -0.2261
C: -1.146 -2.365 3.077  -0.2052
C: -2.672 -2.189 3.408  -0.2474
C: -3.659 -2.941 2.453  -0.2643
Si: -3.453 -2.587 0.613  0.6976
C: -4.212 -0.970 -0.024  -0.2774
C: -4.144 0.237 0.970  -0.2782
C: -5.499 0.603 1.662  -0.5102
S: -6.597 -0.836 1.952  0.7662
N: -4.173 -3.937 -0.396  0.0340
C: -3.435 -5.177 -0.276  -0.5621
O: -3.994 -6.171 -0.387  0.2306
F: -2.110 -5.180 -0.065  0.1228
C: -4.101 -3.489 -1.753  -0.5856
O: -5.065 -3.125 -2.284  0.1728
F: -2.956 -3.517 -2.448  0.1538
H: 3.776 -3.281 2.695  0.0603
H: 4.988 -2.311 3.643  0.0641
H: 5.404 -3.945 2.949  0.0622
H: 4.746 -2.743 0.640  0.0931
H: 6.403 -2.571 1.302  0.0945
H: 5.266 -0.435 2.613  0.0942
H: 6.130 -0.277 1.068  0.0805
H: 3.476 -0.920 0.205  0.0942
H: 4.320 0.638 0.153  0.0878
H: 3.230 0.172 2.925  0.0969
H: 3.091 1.595 1.780  0.1072
H: 1.440 -0.470 0.678  0.0937
H: 0.897 1.034 1.475  0.1096
H: 1.509 -1.529 3.105  0.1070
H: 0.830 0.042 3.638  0.1173
H: -1.286 -0.268 2.427  0.0959
H: -0.490 -1.362 1.272  0.0780
H: -0.935 -3.318 2.558  0.1075
H: -0.634 -2.422 4.062  0.1062
H: -2.924 -1.119 3.552  0.0964
H: -2.817 -2.644 4.413  0.1055
H: -4.696 -2.785 2.812  0.0452
H: -3.465 -4.031 2.592  0.0851
H: -2.001 -2.548 0.351  0.0269
H: -5.231 -1.197 -0.397  0.0571
H: -3.622 -0.680 -0.922  0.0879
H: -3.367 0.143 1.746  0.0705
H: -3.864 1.123 0.367  0.1122
H: -5.273 1.042 2.653  0.0719
H: -6.010 1.393 1.085  0.0725
H: -7.470 -0.482 2.941  -0.1078
N: 7.454 2.870 -2.259  0.1497
C: 7.068 1.699 -1.675  -0.6845
N: 7.014 0.623 -2.518  0.1499
O: 6.789 1.618 -0.494  0.0385
H: 7.687 2.958 -3.231  0.0987
H: 7.506 3.687 -1.666  0.0696
H: 6.733 -0.256 -2.121  0.1016
H: 7.240 0.667 -3.494  0.0899
N: -7.535 -4.193 -3.803  0.1627
C: -7.701 -5.215 -4.687  -0.6939
N: -6.624 -6.049 -4.808  0.1443
O: -8.727 -5.378 -5.323  0.0231
H: -6.697 -4.046 -3.271  0.0459
H: -8.305 -3.559 -3.685  0.1094
H: -6.709 -6.816 -5.451  0.1005
H: -5.771 -5.935 -4.295  0.0847
N: 3.118 2.954 -3.484  0.1641
C: 3.388 4.277 -3.333  -0.6682
N: 4.686 4.570 -3.056  0.1651
O: 2.525 5.140 -3.439  0.0050
H: 3.808 2.231 -3.399  0.0932
H: 2.168 2.700 -3.688  0.1073
H: 4.921 5.541 -2.937  0.0963
H: 5.410 3.879 -2.964  0.0653
N: 1.836 7.483 1.192  0.1437
C: 2.166 6.540 0.258  -0.7106
N: 2.126 6.969 -1.033  0.1621
O: 2.477 5.401 0.562  0.0186
H: 1.578 8.425 0.966  0.0884
H: 1.856 7.200 2.156  0.1013
H: 2.363 6.298 -1.751  0.0584
H: 1.875 7.902 -1.302  0.0966
N: 5.559 6.277 -0.498  0.1707
C: 6.884 6.577 -0.512  -0.6734
N: 7.195 7.846 -0.126  0.1523
O: 7.739 5.768 -0.849  0.0112
H: 4.840 6.923 -0.226  0.0833
H: 5.299 5.346 -0.775  0.0867
H: 8.166 8.100 -0.125  0.1045
H: 6.513 8.525 0.154  0.0943
N: -7.533 -3.161 -0.050  0.1388
C: -8.731 -3.810 0.018  -0.6936
N: -8.703 -5.111 -0.390  0.1513
O: -9.748 -3.268 0.415  0.0191
H: -6.684 -3.589 -0.374  0.0555
H: -7.516 -2.194 0.243  -0.0062
H: -9.568 -5.621 -0.354  0.1033
H: -7.878 -5.575 -0.720  0.0883

Force components x, y, z for each atom (eV/Å):
0.1 0.0 -1.0
0.5 0.2 0.8
-0.5 0.0 -1.1
0.6 0.6 0.9
-1.3 -0.3 -1.0
0.3 0.0 0.6
-0.1 1.2 -0.9
0.4 -1.4 -0.4
-0.3 1.3 0.9
0.3 -1.0 0.4
-0.1 -0.3 0.3
0.0 1.2 1.2
0.3 -0.2 -0.3
-0.7 0.2 -0.2
0.2 0.8 0.8
0.0 -0.1 0.1
3.3 0.5 -0.4
0.3 1.8 0.1
-1.5 -3.4 -0.3
-0.2 1.0 0.1
-0.1 -0.9 0.9
-2.1 1.2 -1.6
0.4 -0.4 1.0
0.4 0.3 0.3
-0.1 -0.5 -0.2
-0.3 0.4 0.2
0.4 0.4 0.2
-0.6 -0.1 0.1
0.1 -0.2 -0.5
-0.3 -0.5 0.3
0.2 0.2 0.6
-0.2 -0.5 0.3
0.2 0.3 -0.5
0.2 -0.5 0.5
0.0 0.3 0.5
0.3 -0.5 0.0
-0.4 0.2 -0.3
-0.1 -0.7 -0.2
0.5 -0.2 0.1
-0.1 0.4 0.5
-0.1 0.5 0.1
-0.2 -0.1 -0.6
0.1 -0.5 -0.3
-0.1 0.3 -0.6
0.5 0.0 -0.4
0.0 0.5 -0.1
-0.1 -0.1 -0.2
0.4 0.4 0.3
-0.4 -0.3 0.4
-0.3 -0.3 -0.4
-0.1 -0.4 0.5
-0.1 -0.2 -0.6
0.0 -0.6 0.1
0.7 0.4 -0.5
-0.3 0.4 0.0
0.1 0.0 0.0
-0.2 -0.3 -0.1
-0.1 -0.1 0.0
0.2 -0.1 0.1
0.2 0.2 0.0
0.0 0.1 0.0
0.1 0.0 0.0
-0.1 0.1 0.1
-0.1 0.1 0.0
0.2 -0.3 -0.1
0.0 -0.1 0.0
-0.1 0.1 -0.1
0.0 -0.1 0.0
0.0 0.1 0.0
0.0 0.0 0.0
-0.3 -0.2 -0.2
0.1 -0.1 0.0
0.1 0.2 0.0
0.0 0.1 0.1
0.0 0.1 0.1
0.1 0.0 0.0
0.0 -0.1 -0.1
0.0 0.0 0.1
0.1 0.1 0.4
-0.2 0.0 -0.2
0.3 -0.1 -0.1
0.1 0.0 0.1
0.0 -0.1 0.0
0.0 0.0 -0.1
-0.2 0.0 -0.2
-0.1 0.0 0.0
0.0 -0.1 -0.2
-0.2 0.0 0.1
0.3 0.2 0.0
0.0 -0.1 -0.2
0.0 -0.1 0.0
-0.2 0.0 0.3
-0.1 0.0 0.0
0.0 -0.1 0.0
0.1 0.3 -0.1
0.0 0.0 0.0
-0.1 -0.3 0.0
0.0 0.0 0.0
0.0 0.0 0.0
0.0 -0.3 -0.1
0.1 0.0 0.0
0.0 0.1 0.0

No. 3
DFT (the ωB97M-V functional and the def2-TZVPD basis) results for 6 unconnected molecules or ions with the total composition C22H55FIN13O10PS in a non-equilibrium geometry.

E in Eh: -3472.40365
Net charge: +1
M in g mol⁻¹: 870.71
LUMO level in Eh: -0.1096
Orbital gap in hartree: 0.2984

Last column: Löwdin charge in e.
Atoms and positions in Å:
C: 3.967 6.259 0.205  -0.1325
C: 4.214 4.893 -0.580  -0.2061
C: 2.852 4.438 -1.335  -0.2097
N: 2.219 3.326 -0.654  0.0202
C: 1.080 2.652 -1.286  -0.3425
C: 1.623 1.434 -2.226  -0.2312
C: 1.854 1.920 -3.759  -0.0432
C: 2.964 0.755 -1.712  -0.1793
C: 4.326 1.351 -2.287  -0.2230
C: 5.451 1.276 -1.126  -0.1174
O: 0.582 3.594 -2.279  -0.1285
C: -0.457 4.452 -1.823  -0.1116
C: -1.720 3.522 -1.430  -0.3617
C: -1.864 2.469 -2.666  -0.1148
C: -1.835 3.137 -4.097  -0.1967
O: -2.207 4.266 -4.413  0.0535
S: -3.353 4.383 -1.442  0.8247
O: -3.129 5.822 -1.814  -0.2738
O: -4.122 4.341 -0.174  -0.2874
F: -4.410 3.786 -2.610  -0.1793
N: -1.305 2.872 -0.152  -0.1562
P: -1.341 3.933 1.356  1.0072
N: -1.670 5.600 1.014  -0.1317
O: -2.708 3.417 2.269  -0.2650
C: 0.036 2.195 -0.162  -0.2514
C: -0.013 0.623 0.171  -0.6238
I: -1.448 -0.603 -0.849  1.1228
C: -0.347 0.495 1.757  -0.3137
C: 0.954 0.573 2.677  -0.0955
H: 3.483 7.040 -0.470  0.0778
H: 4.933 6.735 0.582  0.0793
H: 3.279 6.076 1.090  0.0730
H: 4.649 4.059 0.048  0.0920
H: 4.978 5.133 -1.398  0.1134
H: 2.173 5.363 -1.272  0.1074
H: 3.126 4.329 -2.426  0.1069
H: 2.740 2.806 0.040  0.1089
H: 0.850 0.603 -2.356  0.0869
H: 2.348 1.016 -4.264  0.1057
H: 2.586 2.768 -3.854  0.0724
H: 0.870 2.069 -4.292  0.0647
H: 3.059 0.780 -0.567  0.1000
H: 2.934 -0.356 -1.980  0.0967
H: 4.290 2.436 -2.600  0.0831
H: 4.691 0.654 -3.111  0.1196
H: 5.113 1.817 -0.183  0.0523
H: 6.431 1.748 -1.466  0.0795
H: 5.644 0.193 -0.865  0.0792
H: -0.720 5.216 -2.631  0.1589
H: -0.045 5.055 -0.955  0.1209
H: -2.827 1.870 -2.486  0.1173
H: -1.034 1.695 -2.673  0.0674
H: -1.464 2.469 -4.954  0.1474
H: -2.046 2.155 0.056  0.1274
H: -0.771 6.092 0.887  0.0594
H: -2.127 6.017 1.837  0.0770
H: -2.407 2.864 3.017  0.0618
H: 0.547 2.553 0.808  0.1036
H: 1.015 0.130 0.073  0.1011
H: -0.755 -0.567 1.870  0.0532
H: -1.189 1.179 2.080  0.0773
H: 1.156 -0.476 3.081  0.0800
H: 1.864 0.998 2.150  0.0742
H: 0.659 1.180 3.602  0.0887
C: -2.428 -4.538 -1.571  -0.6795
O: -1.248 -4.420 -1.248  -0.0235
N: -3.297 -3.494 -1.569  0.1478
N: -2.972 -5.713 -1.960  0.1650
H: -4.264 -3.579 -1.833  0.0827
H: -2.937 -2.600 -1.287  -0.0711
H: -2.369 -6.516 -1.979  0.1070
H: -3.941 -5.811 -2.225  0.0475
C: -6.681 -5.708 -3.313  -0.6550
O: -5.595 -5.268 -2.948  -0.0007
N: -7.580 -4.959 -3.996  0.1636
N: -7.077 -6.980 -3.064  0.1656
H: -8.471 -5.307 -4.300  0.1036
H: -7.327 -4.009 -4.203  0.1113
H: -6.441 -7.571 -2.559  0.1121
H: -7.963 -7.349 -3.358  0.1038
C: 2.886 -3.664 -1.785  -0.6795
O: 3.287 -2.506 -1.737  -0.0028
N: 3.718 -4.719 -1.983  0.1523
N: 1.580 -3.994 -1.643  0.1613
H: 3.403 -5.671 -2.024  0.0965
H: 4.697 -4.520 -2.093  0.1057
H: 0.929 -3.245 -1.495  0.0676
H: 1.239 -4.937 -1.680  0.0886
C: -0.640 -2.287 4.638  -0.6751
O: -0.802 -1.086 4.439  -0.0102
N: -0.578 -2.823 5.880  0.1640
N: -0.508 -3.189 3.630  0.1660
H: -0.445 -3.811 6.054  0.0533
H: -0.671 -2.194 6.657  0.0980
H: -0.548 -2.839 2.689  0.0928
H: -0.375 -4.172 3.783  0.1043
C: 0.440 -5.189 8.408  -0.6657
O: -0.049 -5.225 7.284  0.0040
N: 0.501 -4.053 9.149  0.1627
N: 0.964 -6.284 9.011  0.1606
H: 0.899 -4.015 10.069  0.1017
H: 0.124 -3.216 8.742  0.0945
H: 0.941 -7.149 8.499  0.1115
H: 1.367 -6.269 9.930  0.1009

Force components x, y, z for each atom (eV/Å):
0.1 -0.1 0.2
-0.3 0.9 -1.0
1.3 2.0 0.5
-1.3 0.3 0.0
1.4 -0.5 -1.8
0.0 -0.2 -1.1
0.3 -1.5 0.4
0.2 -0.3 0.3
1.0 -0.5 1.3
-0.2 -0.1 -0.5
-1.6 -0.1 1.1
0.0 1.2 0.1
1.8 -0.9 -3.6
-0.1 -0.5 0.5
-0.7 1.2 -1.3
0.9 -2.4 1.5
-3.8 7.5 1.8
0.2 -4.8 -0.1
2.2 -2.1 -2.6
2.5 0.1 1.9
-3.0 -0.9 -1.3
0.4 1.3 4.8
0.1 -1.2 0.2
1.4 0.9 -1.9
2.5 -1.2 0.9
0.3 0.8 2.1
0.4 0.5 -0.1
0.2 -1.7 -0.7
-1.0 0.0 0.7
0.6 -1.2 0.8
-1.2 -0.8 -0.4
0.8 0.3 -1.0
-0.6 1.0 -0.5
-1.0 -0.5 1.1
0.8 -1.3 -0.3
-0.6 -0.4 1.1
0.1 0.1 -0.4
0.8 1.1 0.5
-0.7 1.2 0.6
-1.2 -0.7 0.0
1.2 0.2 0.6
-0.4 0.0 -1.5
0.0 1.5 0.4
-0.2 -1.4 0.1
-0.5 1.3 0.8
0.3 -0.6 -1.2
-1.3 -0.6 0.4
-0.2 1.2 -0.2
0.3 -1.4 1.0
-0.8 -0.7 -0.6
1.2 0.8 -0.6
-0.9 1.1 0.3
-0.3 0.4 1.3
0.6 0.1 -0.1
-0.6 -0.5 0.0
-0.2 -0.3 -0.6
0.1 0.3 -0.5
-0.8 -0.2 -1.4
-1.5 0.9 -0.4
0.4 1.7 0.1
1.0 -0.7 -0.4
-0.1 1.6 -0.8
-1.1 -0.4 0.7
0.8 -0.7 -1.3
0.0 -0.4 -0.1
0.1 0.2 0.0
-0.2 0.6 0.1
0.2 -0.5 0.1
0.0 -0.2 -0.1
-0.2 -0.4 0.0
0.0 0.1 0.0
0.0 0.2 -0.1
-0.3 -0.1 -0.1
0.0 0.1 0.1
0.1 0.5 -0.1
0.3 -0.3 0.2
0.1 0.0 0.0
-0.1 -0.1 0.0
-0.1 0.0 -0.1
0.1 0.0 0.0
-0.3 0.0 0.0
0.1 0.0 0.0
0.6 -0.1 -0.1
0.0 0.2 0.0
0.0 0.1 0.0
-0.1 -0.1 0.0
-0.2 -0.2 0.0
-0.2 0.1 0.0
-0.1 0.1 0.5
0.0 0.0 -0.2
0.0 0.0 -0.1
0.1 0.0 -0.5
0.0 0.1 0.3
-0.1 0.0 -0.1
0.0 -0.2 0.1
0.0 0.1 0.0
0.0 -0.1 0.0
0.0 -0.1 0.0
-0.1 0.4 0.0
0.1 -0.4 -0.1
0.0 0.0 -0.1
0.1 -0.1 0.1
0.0 0.1 0.1
0.0 0.0 -0.1